7
Properties=species:S:1:pos:R:3:forces:R:3:lowdin_spin:R:1 method="wB97M-V/def2-TZVPD" spin_multiplicity=5 homo_energy_ev="-15.412 / -15.488" total_charge=+1 e_tot_ev=-56449.669 e_above_lowest_kcal_mol=0.0 s2=6.01
Fe 1.88370 -0.87807 -0.39341 -0.119 -1.254 0.553 3.697
S -0.04933 1.48341 0.22911 0.548 -1.178 0.969 0.000
O 1.30462 0.88126 -0.24861 -0.555 1.300 -0.484 0.080
C -1.12257 0.20257 0.05450 -0.939 2.050 -1.261 0.025
F -2.29646 0.28126 0.55667 0.347 -0.298 0.136 0.008
F 0.98148 -2.14759 0.48077 0.435 0.408 -0.485 0.182
F -1.03332 -0.58058 -0.95217 0.284 -1.028 0.574 0.008

14
Properties=species:S:1:pos:R:3:forces:R:3:lowdin_charge:R:1 method="wB97M-V/def2-TZVPD" homo_energy_ev="-12.145 / -12.479" total_charge=+1 e_tot_ev=-61982.553 e_above_lowest_kcal_mol=0.0
In -1.19328 1.50486 1.50209 -1.302 -0.316 2.098 1.245
N -1.10831 -0.37741 1.42236 -1.242 -0.422 1.956 -0.354
S -0.33273 -1.13267 0.40713 0.414 -5.136 -6.949 0.609
O 0.55837 -0.49734 -0.66865 -0.180 2.129 1.380 -0.422
C 1.16327 -1.85737 1.25928 -0.383 -1.111 0.059 -0.674
F 0.80699 -2.52176 2.34648 0.133 0.282 0.053 0.169
F 1.94814 -0.82095 1.57595 0.005 0.055 0.322 0.122
F 1.82705 -2.67029 0.45025 -0.366 0.442 0.171 0.182
Mg 0.80107 1.35284 -1.10911 0.054 -0.770 -1.754 0.826
S -1.65893 3.18994 -0.93484 -1.019 -0.297 -2.650 0.613
O -0.53830 2.29571 -0.05508 2.236 1.516 -1.153 -0.967
S -1.39678 1.78226 -2.82593 1.591 1.408 1.893 0.681
O 0.22377 1.86364 -2.90388 -1.503 -0.056 0.565 -0.775
O -1.10034 -2.11147 -0.46604 1.562 2.276 4.008 -0.255

6
Properties=species:S:1:pos:R:3:forces:R:3:lowdin_charge:R:1 method="wB97M-V/def2-TZVPD" homo_energy_ev="-9.473 / -11.051" e_tot_ev=-12720.277 e_above_lowest_kcal_mol=61.5
C -1.58694 -0.02980 -0.16408 2.702 -1.576 -0.976 -0.307
N 1.66963 0.03414 0.32358 -1.257 -0.105 0.925 0.054
O -1.83419 -1.15421 0.02588 -0.996 0.386 0.376 0.143
F -2.17128 1.09445 -0.02678 -1.685 1.181 0.587 0.151
F 2.17758 1.20137 -0.08808 0.650 -0.303 -0.450 -0.025
F 2.43167 -0.95259 -0.14605 0.587 0.417 -0.462 -0.016

10
Properties=species:S:1:pos:R:3:forces:R:3:lowdin_charge:R:1 method="wB97M-V/def2-TZVPD" homo_energy_ev=-11.854 e_tot_ev=-29699.830 smiles="O=[N+]([O-])S(=O)(=O)C(F)(F)F" e_above_lowest_kcal_mol=24.5
O -1.53022 0.97035 -0.89910 1.969 -0.165 -0.923 0.068
N -0.34527 1.05779 -1.24747 -1.941 0.099 1.259 -0.414
O 0.20043 1.90126 -1.87666 -0.063 -0.102 -0.642 0.122
S 0.82428 0.00254 -0.22341 1.194 -1.097 -1.731 0.844
O 1.63253 -0.98070 -0.91675 -2.025 1.109 0.642 -0.224
O 1.46366 1.04251 0.46953 0.325 0.787 1.078 -0.211
C -0.39610 -0.82473 0.93445 -1.500 -0.233 0.094 -0.681
F -1.26712 -1.67013 0.36289 0.998 0.574 0.026 0.159
F 0.49462 -1.46400 1.63962 0.604 -1.228 0.934 0.163
F -1.07681 -0.03490 1.75691 0.438 0.257 -0.736 0.173